[1]
DFT (ωB97M-V/def2-TZVPD) results for CuI as an isolated structure.

Last column: Mulliken spin population.
Geometry (Å):
Cu1 -14.039 -0.838 -11.843  0.05
I1 -14.855 -2.469 -14.023  1.95

Output
E_tot in a.u.: -1937.25857
Charge: +2
Frontier orbital gap (spin up / spin down) in eV: 11.01 / 6.58
Multiplicity: 3

[2]
DFT (ωB97M-V/def2-TZVPD) results for a 2-piece molecular cluster, C11H11N overall at a distorted geometry.

Last column: natural (NBO) charge in e.
Geometry (Å):
C1 -1.711 0.987 1.410  -0.25
C2 -2.572 0.071 0.787  -0.19
C3 -3.036 -1.114 1.483  -0.21
C4 -2.330 -1.318 2.566  -0.22
C5 -1.331 -0.524 3.158  -0.21
C6 -1.054 0.679 2.546  -0.20
H1 -1.505 1.845 0.806  0.21
H2 -2.790 -0.037 -0.267  0.21
H3 -4.003 -1.701 1.251  0.23
H4 -2.598 -2.109 3.132  0.20
H5 -0.729 -0.899 4.010  0.22
H6 -0.209 1.259 2.852  0.21
C7 1.246 0.483 -1.336  -0.18
C8 2.281 1.449 -1.687  -0.25
C9 3.331 1.115 -2.639  0.02
N1 3.337 -0.088 -3.283  -0.42
C10 2.364 -0.975 -2.927  0.04
C11 1.253 -0.670 -2.086  -0.27
H7 0.527 0.833 -0.609  0.23
H8 2.248 2.443 -1.258  0.21
H9 4.159 1.864 -2.827  0.20
H10 2.388 -2.019 -3.291  0.20
H11 0.732 -1.574 -1.792  0.22

Output
E_tot in a.u.: -480.42784
Charge: 0
Frontier orbital gap in eV: 9.96
Multiplicity: 1

[3]
DFT (ωB97M-V/def2-TZVPD) results for a 2-piece molecular cluster, C3H9NO3P overall at a distorted geometry.

Last column: natural (NBO) charge in e.
Geometry (Å):
C1 0.922 -1.247 0.765  -0.65
C2 1.341 0.791 -0.505  -0.27
C3 0.515 -0.470 -0.494  -0.46
N1 0.673 1.940 0.286  -0.83
O1 -2.204 -1.336 -0.645  -1.00
O2 -1.928 0.090 1.507  -1.15
O3 -2.496 1.168 -0.816  -1.17
P1 -1.827 0.126 0.056  2.24
H1 1.898 -1.645 0.807  0.17
H2 0.187 -2.027 1.022  0.22
H3 0.912 -0.622 1.716  0.20
H4 1.359 1.129 -1.487  0.17
H5 2.296 0.467 -0.115  0.16
H6 0.413 -0.981 -1.404  0.19
H7 -0.132 2.048 -0.308  0.36
H8 -2.311 -0.890 -1.462  0.47
H9 0.381 1.460 1.076  0.35

Output
E_tot in a.u.: -741.61918
Charge: -1
Frontier orbital gap in eV: 7.92
Multiplicity: 1